The following is a quantum chemistry calculation of a gas-phase ion, C3H8NSi (charge +1) in a non-equilibrium geometry, from OMol25.

Output
Net charge ... +1
Energy ... -12600.957 eV
HOMO ... -15.84 eV
Structure (SMILES) ... CC#[N+][SiH2]C
Energy above the lowest of the compared OMol25 structures with the same formula, charge and spin ... 0.0 kJ/mol
HOMO-LUMO gap ... 11.2 eV
LUMO energy ... -4.6 eV
2S+1 ... 1

Last column: Löwdin charge in e.
Geometry (Å):
C 1.083869 0.828529 0.738822  0.0216
H 1.958385 2.647029 1.152291  0.1292
C -2.145036 -0.888425 -1.137843  -0.2232
H 1.406017 1.691070 2.551939  0.1336
Si -0.311778 -1.274896 -0.941151  0.6803
N 0.295000 0.049433 0.131069  0.0669
H -2.311184 -0.000520 -1.745425  0.0371
H 0.023123 -2.400774 -0.079986  -0.0250
H 2.863880 1.198739 1.656349  0.1324
H -2.628929 -0.725824 -0.174869  0.0375
H -2.654600 -1.715626 -1.625879  0.0344
C 1.864844 1.636426 1.559223  0.0013
H 0.556409 -1.045161 -2.084541  -0.0263

Forces on the atoms, in the same order (eV/Å):
C -7.76 -7.60 -5.73
H -0.03 -0.05 -0.04
C 0.61 -0.14 -0.01
H -0.02 -0.03 -0.05
Si -1.35 0.19 -0.09
N 7.18 7.18 5.39
H 0.14 0.05 -0.07
H 0.04 -0.28 -0.08
H -0.04 0.01 -0.03
H 0.12 -0.09 0.09
H -0.02 -0.14 -0.06
C 1.05 1.09 0.93
H 0.08 -0.18 -0.26

The following is a quantum chemistry calculation of 2 unconnected molecules or ions with the total composition C3H8O in a non-equilibrium geometry, from OMol25.

Output
Energy ... -5287.108 eV
HOMO ... -9.68 eV
Structure (SMILES) ... C=CC.O
Energy above the lowest of the compared OMol25 structures with the same formula, charge and spin ... 100.5 kJ/mol
HOMO-LUMO gap ... 10.5 eV
LUMO energy ... 0.8 eV
2S+1 ... 1

Last column: Löwdin charge in e.
Geometry (Å):
C -1.855340 0.765532 -0.118585  -0.1092
H -0.735018 1.208278 -2.737521  0.0574
H 0.339055 -0.199099 -2.758782  0.0460
H -2.867709 0.802191 -0.516863  0.0771
H 3.957029 -1.868519 3.177261  0.0378
C -0.791403 0.100437 -0.939567  -0.2474
H -0.309202 -0.723233 -0.461837  0.0770
H -1.569897 1.785458 0.108085  0.0686
H -1.820480 0.309385 0.852317  0.0569
C -0.432853 0.306478 -2.191987  -0.0262
O 3.030249 -1.581563 3.138711  -0.0701
H 3.055569 -0.905344 2.448768  0.0321

Forces on the atoms, in the same order (eV/Å):
C 0.70 0.64 0.16
H -0.54 -0.34 0.16
H 0.03 -0.52 0.53
H 0.12 -0.32 -0.16
H -0.42 -0.01 0.13
C -0.34 -0.68 -0.52
H 0.23 -0.60 0.43
H 0.04 0.51 -0.21
H -0.54 -0.43 0.47
C 0.29 1.74 -0.85
O 0.62 0.10 -0.27
H -0.20 -0.08 0.14

The following is a quantum chemistry calculation of 3 unconnected molecules or ions with the total composition C3H8O, from OMol25.

Output
Energy ... -5285.388 eV
HOMO ... -9.99 eV
Structure (SMILES) ... [H][H].C=C.C=O
Energy above the lowest of the compared OMol25 structures with the same formula, charge and spin ... 266.6 kJ/mol
HOMO-LUMO gap ... 10.9 eV
LUMO energy ... 0.9 eV
2S+1 ... 1

Last column: Löwdin charge in e.
Geometry (Å):
H 1.351743 -0.300029 0.531628  0.0325
C -0.873204 -1.388165 1.294975  -0.2029
H 1.574792 -0.783271 1.054136  0.0692
H -1.228286 0.445847 -1.565098  0.0515
C 0.754634 1.091196 -1.216196  -0.1356
H -0.329812 -2.333806 1.102029  0.0761
H 1.223202 0.378579 -1.891504  0.0526
H 1.422444 1.761006 -0.678679  0.0489
C -0.562035 1.126742 -1.043967  -0.0987
H -0.584233 -0.853692 2.220858  0.0766
O -1.717580 -0.968274 0.546339  -0.0288
H -1.031665 1.823868 -0.354521  0.0586

Forces on the atoms, in the same order (eV/Å):
H 0.09 -0.12 0.14
C -0.30 0.06 -0.15
H 0.14 0.03 -0.01
H 0.12 0.11 0.05
C -0.19 0.09 -0.07
H -0.11 0.08 -0.03
H -0.09 0.12 0.06
H -0.12 -0.06 -0.10
C 0.18 0.07 -0.10
H -0.11 -0.02 -0.10
O 0.29 -0.28 0.41
H 0.09 -0.08 -0.11

The following is a quantum chemistry calculation of 2 unconnected molecules or ions with the total composition C3H8O in a non-equilibrium geometry, from OMol25.

Output
Energy ... -5287.171 eV
HOMO ... -9.61 eV
Structure (SMILES) ... C=CC.O
Energy above the lowest of the compared OMol25 structures with the same formula, charge and spin ... 94.5 kJ/mol
HOMO-LUMO gap ... 10.5 eV
LUMO energy ... 0.8 eV
2S+1 ... 1

Last column: Löwdin charge in e.
Geometry (Å):
H -1.871439 -0.260233 1.260224  0.0715
H -0.815038 -2.768184 -1.388582  0.0464
H 2.505879 2.642694 -1.192869  0.0326
H 1.519861 3.626333 -1.668101  0.0285
H -0.796202 -1.164688 2.265776  0.0753
H 0.601213 -1.366976 -0.050960  0.0855
H -2.204047 -2.468227 -0.167161  0.0556
H -0.220082 0.341236 1.398389  0.0655
O 1.976768 3.378075 -0.861024  -0.0615
C -1.175626 -2.307409 -0.481988  -0.0236
C -0.821908 -0.560369 1.358957  -0.1145
C -0.469172 -1.383301 0.154273  -0.2613

Forces on the atoms, in the same order (eV/Å):
H 0.08 0.16 0.12
H 0.11 -0.38 0.19
H 0.15 -0.04 0.38
H -0.31 0.37 0.01
H 0.46 0.20 0.14
H -0.08 0.36 -0.53
H -0.05 -0.12 -0.34
H 0.14 -0.06 0.32
O 0.15 -0.33 -0.39
C -0.74 0.96 0.21
C -1.39 -0.32 -0.63
C 1.46 -0.78 0.52

The following is a quantum chemistry calculation of 2 unconnected molecules or ions with the total composition C3H8O in a non-equilibrium geometry, from OMol25.

Output
Energy ... -5285.818 eV
HOMO ... -10.22 eV
Structure (SMILES) ... C=O.CC
Energy above the lowest of the compared OMol25 structures with the same formula, charge and spin ... 225.0 kJ/mol
HOMO-LUMO gap ... 10.5 eV
LUMO energy ... 0.3 eV
2S+1 ... 1

Last column: Löwdin charge in e.
Geometry (Å):
H 1.759182 -1.689126 2.182571  0.0460
H 0.353641 -0.132782 -0.144921  0.0663
H -2.485463 0.335704 -0.417439  0.1245
H -1.811721 -0.008035 -2.225749  0.0919
O -0.836411 1.429935 -1.149119  -0.0472
C 1.452540 -1.486461 1.146630  -0.2173
H 2.538761 -1.509060 0.642493  0.1071
H 0.762244 -2.285058 0.857866  0.0550
C -1.560711 0.454378 -1.209226  -0.1772
C 0.811750 -0.118553 0.990357  -0.2067
H -0.100305 -0.014426 1.737465  0.1019
H 1.453467 0.767118 0.994095  0.0558

Forces on the atoms, in the same order (eV/Å):
H -0.39 0.07 0.01
H 1.24 0.17 3.22
H 2.43 -0.36 -1.08
H 0.93 -0.30 1.13
O -0.63 -1.79 0.05
C 3.02 0.30 0.34
H -2.66 -0.27 0.40
H 0.49 0.08 -0.30
C -3.20 2.81 -0.48
C -3.07 -0.44 -2.13
H 1.85 0.07 -1.57
H -0.01 -0.35 0.41

The following is a quantum chemistry calculation of 2 unconnected molecules or ions with the total composition C3H8O2 in a non-equilibrium geometry, from OMol25.

Output
Net charge ... -1
Energy ... -7332.746 eV
HOMO (spin up / spin down) ... 1.03 / -2.97 eV
⟨S²⟩ ... 0.753
Energy above the lowest of the compared OMol25 structures with the same formula, charge and spin ... 134.9 kJ/mol
HOMO-LUMO gap (spin up / spin down) ... 3.0 / 6.9 eV
LUMO energy (spin up / spin down) ... 4.0 / 3.9 eV
2S+1 ... 2

Last column: Löwdin spin population.
Geometry (Å):
H 1.093998 -0.138769 0.017089  0.0055
H -1.736361 0.390343 -1.218803  0.0661
H 0.441429 -2.408339 0.080499  0.0041
H 0.712413 2.456820 1.167556  -0.0003
H -1.142754 -1.971151 0.576497  0.0160
O 0.845841 1.780383 1.720545  0.0112
H 1.068351 2.178001 2.557163  0.0004
O -0.466701 1.991941 -0.662961  0.2995
C 0.239314 -0.395306 -0.691161  0.0831
H -0.793239 -2.373107 -1.003768  0.0031
H 0.971410 -0.537440 -1.542310  0.0327
C -0.397245 -1.838347 -0.211466  0.0422
C -0.836455 0.864970 -0.788879  0.4363

Forces on the atoms, in the same order (eV/Å):
H -1.50 0.00 0.06
H -0.51 0.88 -0.36
H 1.15 -0.88 0.56
H -1.26 3.77 -4.04
H 0.11 1.13 0.19
O 1.17 -4.02 3.75
H 0.12 0.11 0.46
O 1.26 5.75 0.00
C -0.18 0.39 1.75
H -0.93 -0.90 -2.07
H -1.19 -0.40 -0.46
C 1.23 2.44 -0.06
C 0.53 -8.27 0.22

The following is a quantum chemistry calculation of C3H8O2 in the gas phase in a non-equilibrium geometry, from OMol25.

Output
Energy ... -7334.803 eV
HOMO ... -10.16 eV
Structure (SMILES) ... C[C@@H](O)CO
Energy above the lowest of the compared OMol25 structures with the same formula, charge and spin ... 120.4 kJ/mol
HOMO-LUMO gap ... 10.9 eV
LUMO energy ... 0.8 eV
2S+1 ... 1

Last column: Löwdin charge in e.
Geometry (Å):
C -0.248495 -0.774834 0.614165  -0.2512
H -0.468293 1.868166 0.721424  0.0856
O -0.479565 -2.084189 0.110443  -0.0534
O 1.100897 -0.265228 -1.303710  -0.0186
C 0.023829 0.186366 -0.514869  -0.4652
H 0.926295 -1.200450 -1.488967  0.0920
H 0.508896 2.283215 -0.707688  0.0821
H 0.508638 -0.791807 1.400689  0.1314
H -1.369738 -1.973444 0.456464  0.0757
C 0.351971 1.538578 0.072092  -0.0502
H -0.902905 0.238728 -1.118487  0.1498
H -1.218231 -0.482885 1.090126  0.1335
H 1.266700 1.457784 0.668317  0.0885

Forces on the atoms, in the same order (eV/Å):
C -0.16 0.92 0.56
H 0.17 0.02 -0.13
O -0.72 0.25 0.48
O 0.03 -0.25 -0.06
C -0.17 0.26 0.29
H 0.09 0.17 -0.04
H -0.01 0.00 0.03
H 0.29 0.16 -0.21
H -0.57 -2.32 -0.89
C 0.07 0.17 -0.03
H 0.27 0.04 0.04
H 0.82 0.50 0.03
H -0.11 0.08 -0.07

The following is a quantum chemistry calculation of 2 unconnected molecules or ions with the total composition C3H8O2 in a non-equilibrium geometry, from OMol25.

Output
Energy ... -7334.457 eV
HOMO ... -8.80 eV
Structure (SMILES) ... C=C(C)O.O
Energy above the lowest of the compared OMol25 structures with the same formula, charge and spin ... 153.7 kJ/mol
HOMO-LUMO gap ... 9.5 eV
LUMO energy ... 0.7 eV
2S+1 ... 1

Last column: Löwdin charge in e.
Geometry (Å):
H -3.058735 -0.072672 0.137066  0.0496
C -2.266707 -0.636647 -0.327259  0.0526
H 3.401402 -0.782088 0.094530  0.0533
H -0.416719 1.756089 -0.534816  0.0756
C -0.857684 1.277093 0.333798  -0.0764
C -1.024306 -0.086046 -0.246367  -0.4401
H -0.245614 1.288882 1.310591  0.1142
H 0.771094 -0.477939 0.269324  0.0616
O 0.203861 -0.754658 -0.473051  -0.0157
H 3.046165 0.764135 -0.052735  0.0422
O 3.007183 -0.006318 0.515450  -0.0520
H -1.782502 1.911337 0.480743  0.0953
H -2.511260 -1.626337 -0.604939  0.0397

Forces on the atoms, in the same order (eV/Å):
H -0.17 0.29 -0.38
C 2.00 1.02 0.46
H -0.07 0.57 -0.24
H 1.03 0.85 0.44
C -0.06 1.08 0.42
C -1.49 -1.86 1.50
H -0.61 0.10 -1.74
H 0.20 -0.08 -0.51
O -1.64 0.81 0.20
H 0.24 -0.23 -0.40
O -0.29 -0.35 0.68
H 0.69 -1.32 0.07
H 0.17 -0.87 -0.50

The following is a quantum chemistry calculation of C3H8O2 in the gas phase, from OMol25.

Output
Energy ... -7335.397 eV
HOMO ... -10.02 eV
Structure (SMILES) ... C[C@@H](O)CO
Energy above the lowest of the compared OMol25 structures with the same formula, charge and spin ... 63.1 kJ/mol
HOMO-LUMO gap ... 10.8 eV
LUMO energy ... 0.8 eV
2S+1 ... 1

Last column: Löwdin charge in e.
Geometry (Å):
H 1.499829 -1.137304 -0.846423  0.0850
H -0.042166 -0.157164 1.741291  0.1279
H 2.135560 0.059564 0.304450  0.0832
C 1.513898 -0.073112 -0.589001  -0.0514
H 1.970273 0.474618 -1.417876  0.0826
C 0.094337 0.402902 -0.341977  -0.4581
O -0.653512 0.214716 -1.526217  -0.0303
H -1.579297 0.357880 -1.278034  0.0875
H -0.457338 -1.458542 0.590262  0.1286
H -2.099735 0.269381 1.765347  0.0892
C -0.548738 -0.382022 0.793729  -0.2257
O -1.927350 -0.043452 0.871838  -0.0632
H 0.094239 1.472535 -0.067389  0.1447

Forces on the atoms, in the same order (eV/Å):
H 0.03 0.13 0.00
H 0.01 -0.07 -0.16
H -0.11 0.02 -0.15
C 0.03 -0.04 -0.01
H -0.09 -0.05 0.12
C 0.25 0.00 0.27
O -0.25 0.04 0.01
H 0.13 -0.04 -0.15
H -0.01 0.17 0.02
H -0.16 -0.01 -0.22
C 0.32 -0.08 0.00
O -0.15 0.10 0.31
H 0.01 -0.16 -0.04